The following is a DFT calculation (ωB97M-V with the def2-TZVPD basis set) of the molecule C6H5NS in a non-equilibrium geometry.

Element x y z (Å)
C -0.431 -1.571 0.001
C -1.551 -0.696 0.310
C 0.849 -1.143 -0.001
C 0.026 1.089 0.064
C -1.184 0.556 0.044
C 0.996 0.204 0.685
N 0.245 2.119 -0.956
S 1.872 0.235 2.173
H -0.700 -2.612 -0.262
H -2.518 -1.066 0.664
H 1.698 -1.847 0.128
H -0.383 2.089 -1.833
H 1.081 2.642 -1.019

Computed properties:
Lowest unoccupied orbital energy (alpha / beta), eV: -1.72 / -1.72
Molar mass, g/mol: 123.18
Total energy, Eh: -684.3838
Energy relative to the best compared isomer or geometry (same formula, charge and spin), kJ/mol: 387.5
Structure (SMILES): NC1=C=CC=CC1=S
Kohn-Sham gap (alpha / beta), eV: 6.592 / 6.591
HOMO energy (alpha / beta), eV: -8.31 / -8.31
Largest force on an atom, eV/Å: 4.8